[1]
The following is a quantum chemistry calculation of one molecule with the formula CH3N3Si in a non-equilibrium geometry, from the Open Molecules 2025 dataset.

Geometry (Å):
Si -0.51773 0.38031 -0.86070
N 0.02913 0.44005 1.83503
N 0.65129 -0.64480 1.31775
N -0.83981 1.00682 1.24040
C 0.71012 -0.76601 0.06457
H -1.40973 -0.14538 -1.84296
H 1.24095 -1.77924 -0.24617
H 0.13577 1.50824 -1.50791

Force components x, y, z for each atom (eV/Å):
1.099 0.482 2.944
-0.932 1.584 1.353
2.033 -2.473 0.199
-0.739 0.544 -2.695
0.277 -2.237 -1.843
-0.737 -0.695 -0.361
-1.142 2.347 0.351
0.141 0.448 0.053

Properties
LUMO: -0.48 eV
Frontier orbital gap: 8.36 eV
Spin multiplicity: 1
SMILES string: C1=NN=N[SiH2]1
Highest occupied orbital energy: -8.8 eV



[2]
The following is a quantum chemistry calculation of a 3-piece molecular cluster, C20H34Br4ClN2O5P overall in a non-equilibrium geometry, from the Open Molecules 2025 dataset.

Geometry (Å):
Br 3.73293 -3.41864 4.57436
Br -3.82691 -0.91734 -0.20598
Br -6.45785 -2.71855 -2.06341
Br 2.12025 -0.03962 4.07074
Cl -0.26882 -1.18527 1.11340
P 0.07371 2.39979 -2.97834
O -1.04552 2.79645 -4.05605
O 0.98852 -2.11578 -2.81819
O -0.03347 0.23240 -1.19154
O -0.11190 3.43201 -1.77037
O 1.39757 2.56531 -3.60735
N 1.84329 -2.26404 -0.06323
N -1.79345 0.55998 -2.60139
C -2.32106 2.91780 2.16325
C -0.07001 2.90603 3.33943
C 1.90195 2.15070 2.15378
C 1.33682 0.04941 -0.84173
C 1.29241 2.64556 3.30346
C 2.30411 -0.28757 -1.96659
C 1.15396 1.90449 1.00227
C -3.73578 0.03222 -4.00758
C -4.69042 -3.31456 -1.51110
C 4.30402 -1.64956 5.14466
C -4.32911 -2.79435 -0.14585
C 2.02469 -1.50087 -2.80771
C 2.44649 -3.07557 0.98959
C 3.14312 -0.79169 5.56847
C -0.32980 0.65331 -2.49274
C -0.21528 2.16387 1.06598
C 1.87373 1.38690 -0.22249
C 1.40053 -0.97765 0.34968
C -0.83698 2.65756 2.20553
C -2.23251 -0.24517 -3.75538
H -2.49562 3.78124 1.51422
H -2.14054 0.10935 -1.76101
H -4.08363 0.71839 -3.23534
H -3.92029 0.50583 -4.96929
H 1.81135 -3.93606 1.21234
H -0.83222 1.96533 0.20313
H -1.65747 -0.03419 -4.65076
H -4.74374 -4.40094 -1.50196
H 4.96550 -1.83228 5.98879
H 2.43641 -1.33232 6.19034
H -2.17036 -1.29839 -3.46055
H -1.78767 3.21545 -3.59987
H 0.07054 0.02899 -3.29706
H -3.99513 -2.99319 -2.28066
H 3.43292 -3.44136 0.69868
H -3.45267 -3.31230 0.23893
H 2.01236 2.13511 -1.00277
H 0.66731 4.00184 -1.74533
H 2.84438 -1.87631 -3.44940
H 3.28992 -0.43390 -1.52062
H 2.08604 -0.63978 1.11897
H -2.86472 2.08415 1.72305
H -2.70654 3.19917 3.14110
H 2.96892 1.97378 2.16767
H 1.87359 2.83385 4.19347
H 3.50363 0.08350 6.10505
H 2.43591 0.56032 -2.65245
H 2.56218 -2.53253 1.92602
H 4.87347 -1.21827 4.32721
H -0.56893 3.30236 4.21513
H -5.14092 -2.87910 0.56895
H 2.88362 1.13819 0.11954
H 1.14141 -2.76782 -0.58230
H -4.33826 -0.86569 -3.88081

Force components x, y, z for each atom (eV/Å):
-0.008 0.022 -0.076
-0.232 -0.008 0.158
0.060 0.047 -0.043
0.489 -0.963 0.720
0.269 0.296 0.377
1.076 0.461 -1.292
-0.048 0.119 0.681
-0.290 0.063 -0.097
0.790 -0.217 -0.931
-0.614 -0.338 0.136
0.262 -0.435 0.311
0.761 0.350 0.390
0.468 0.194 -0.316
0.347 0.575 -0.209
-0.039 -0.068 -0.440
-0.316 0.495 -0.087
-0.060 1.387 1.480
-0.291 0.556 -0.027
0.088 -0.402 -0.353
-0.058 0.245 0.262
0.285 0.198 0.354
-0.234 -0.109 -0.003
-0.007 -0.159 0.063
0.282 0.062 0.001
-0.020 -0.471 0.218
-0.227 -0.448 -0.011
-0.226 0.162 -0.178
-1.738 0.305 0.090
-0.002 -0.060 -0.236
0.226 -0.567 0.178
-0.553 -1.295 -1.257
0.000 -0.218 -0.093
-1.444 -0.116 0.804
-0.086 -0.028 -0.039
0.210 0.082 -0.011
-0.031 0.091 -0.039
-0.072 -0.154 -0.090
0.097 -0.058 0.091
0.012 -0.006 -0.032
0.259 0.014 0.119
0.029 0.003 0.039
-0.010 0.066 0.015
0.041 -0.031 0.013
0.510 -0.126 -0.476
-0.265 -0.200 -0.220
0.560 0.032 0.263
0.040 0.018 0.044
-0.013 -0.021 -0.064
0.009 -0.010 -0.040
-0.223 0.062 -0.029
0.025 0.050 0.046
0.189 0.353 0.020
0.020 -0.064 0.011
-0.210 0.275 0.134
-0.075 -0.108 0.222
-0.125 -0.280 0.061
0.043 -0.035 -0.096
0.149 0.010 -0.017
0.040 -0.036 0.025
-0.180 0.082 0.031
-0.075 0.183 -0.055
-0.043 0.027 -0.011
0.207 -0.032 0.149
-0.044 -0.011 -0.051
0.103 0.136 -0.151
-0.043 0.106 -0.106
-0.043 -0.054 -0.330

Properties
LUMO: 0.36 eV
Frontier orbital gap: 8.94 eV
Spin multiplicity: 1
SMILES string: CCN[C@H](O[C@@](CC=O)(Cc1cccc(C)c1)[C@@H](Cl)NC)P(=O)(O)O.BrCCBr.BrCCBr
Highest occupied orbital energy: -8.6 eV



[3]
The following is a quantum chemistry calculation of a 8-piece molecular cluster, C19H41Br10N3O3 overall in a non-equilibrium geometry, from the Open Molecules 2025 dataset.

Geometry (Å):
Br 2.08733 -2.17420 6.98604
Br 2.77711 -0.72819 -0.38344
Br 0.73418 -6.75602 5.08800
Br -1.76789 -3.59083 -5.49712
Br 1.33250 -4.05175 2.38036
Br -1.04515 -4.29344 -0.97423
Br -4.71702 -5.53127 -0.53441
Br -0.25509 0.82648 4.43889
Br -1.85003 -0.80054 0.21610
Br -5.34176 -0.97649 -1.06189
O -1.41539 4.32013 -5.77946
O 7.52604 3.90911 -0.03458
O -3.48722 4.73800 -1.65009
N -0.01689 4.24403 -3.96396
N -4.13869 3.04019 -0.28679
N 7.00398 1.68785 -0.02343
C -2.92628 2.30767 -0.59364
C 5.65527 1.82735 0.45668
C 0.88390 -0.28797 -0.59609
C -1.07016 -4.64798 -2.86659
C 0.06740 -0.74249 0.60903
C 0.78476 -4.79000 5.06533
C -1.21374 4.32187 -4.57650
C -4.91915 -3.81329 -1.48010
C 7.79878 2.76008 -0.28754
C -5.07185 2.54003 0.69925
C -4.97159 -2.77350 -0.37705
C 7.57872 0.34646 -0.04992
C -4.33225 4.20553 -0.95153
C 0.23396 -0.29191 5.93034
C 1.29570 -1.24115 5.45573
C 0.00485 4.33954 -2.50970
C 0.02228 -4.30775 3.86552
C -1.34925 -3.34530 -3.60075
C 1.27281 4.34458 -4.60659
H -5.80671 -3.91282 -2.09009
H 6.77967 -0.34750 0.20065
H 0.18325 -0.01409 1.40352
H -0.17239 -5.13715 -3.23082
H 8.72820 2.42764 -0.77696
H -0.60426 -3.43437 4.04406
H -0.63774 -5.01677 3.37665
H 1.78876 -4.40290 5.19286
H -5.51157 1.59879 0.37199
H 2.07624 -0.64083 4.99066
H -0.87507 4.76380 -2.02818
H -4.10319 -2.73439 0.27416
H 0.65881 0.75322 -0.82078
H -5.92580 3.20942 0.80343
H 0.36119 -1.75108 0.88068
H 1.18466 4.83124 -5.57532
H -0.67602 -2.50011 -3.47857
H 0.96074 -1.90275 4.66090
H 5.34154 2.86298 0.53082
H -2.28072 -2.94021 -3.20102
H 0.27090 -4.41811 5.95472
H 5.62620 1.42880 1.48351
H -1.94418 -5.26517 -3.06068
H 0.29201 3.38328 -2.06337
H -5.77793 -3.04641 0.30468
H -4.60306 2.40038 1.67237
H 1.73857 3.37279 -4.81793
H 0.77142 5.04886 -2.17871
H -2.15643 2.40785 0.17969
H -5.26170 4.75238 -0.74387
H 4.94814 1.16782 -0.04978
H -4.01509 -3.63257 -2.05678
H 8.14712 0.07479 -0.93621
H -0.65719 -0.73827 6.36500
H -2.07264 4.22436 -3.88949
H -2.40275 2.74745 -1.44079
H 2.03356 4.78102 -3.96114
H 0.66432 0.32533 6.71836
H 8.27482 0.24939 0.79218
H 0.55940 -0.83913 -1.47749
H -3.07524 1.24823 -0.82878

Force components x, y, z for each atom (eV/Å):
-0.216 0.122 -0.409
-0.518 0.378 0.092
0.344 0.555 0.195
0.373 -0.124 0.325
-0.453 0.397 0.313
0.340 -0.075 0.101
0.022 0.193 -0.364
-0.250 0.161 -0.090
0.475 -0.099 0.038
0.160 -0.391 0.012
0.511 0.315 0.182
-0.010 0.352 -0.182
-0.130 -0.161 -0.363
0.179 0.772 1.473
0.015 0.158 -0.553
0.343 0.018 -1.050
0.794 -0.077 -0.104
-0.046 -0.702 1.532
-1.178 -0.499 -0.503
-0.451 0.504 -1.150
0.534 0.106 -0.321
-1.072 -0.240 0.747
-0.766 -0.950 -1.030
0.927 0.152 0.797
-0.430 -0.659 0.192
-0.387 -0.212 -0.356
-1.091 -0.356 0.542
0.131 0.243 1.271
0.687 0.679 0.504
0.178 0.032 0.841
0.333 0.363 -0.388
0.832 0.254 0.548
0.428 -0.042 -1.346
-1.084 0.708 0.428
0.419 -0.835 -0.764
-0.048 0.254 0.010
0.018 -0.211 -0.557
-0.007 -0.302 0.327
0.117 -0.050 0.385
0.238 0.222 0.075
0.566 0.389 -0.093
0.012 -0.363 0.553
0.205 -0.351 -0.530
0.197 -0.249 0.085
0.248 -0.152 0.282
-0.531 -0.519 -0.521
0.407 0.046 -0.551
0.723 0.176 0.167
0.231 0.291 0.018
-0.114 0.072 0.302
-0.002 0.292 0.139
0.625 -0.491 -0.213
-0.079 -0.430 0.382
0.064 0.023 -0.440
-0.039 -0.117 -0.056
-0.145 -0.497 0.079
-0.033 0.243 0.097
0.197 -0.340 0.179
-0.258 -0.065 0.111
-0.238 0.368 -0.183
0.089 0.032 0.017
-0.498 -0.265 -0.050
0.212 -0.074 -0.338
-0.367 -0.262 0.453
-0.309 -0.430 0.152
0.099 0.433 -0.571
-0.153 -0.371 -0.275
-0.419 0.127 -0.324
-0.034 -0.217 -0.358
0.262 0.399 0.255
-0.547 0.176 -0.262
-0.419 0.676 0.031
-0.091 0.277 -0.236
0.075 -0.047 -0.038
0.177 -0.147 0.046
-0.374 0.415 0.290

Properties
LUMO: 0.04 eV
Frontier orbital gap: 9.10 eV
Spin multiplicity: 1
SMILES string: CN(C)C=O.CN(C)C=O.CN(C)C=O.BrCCBr.BrCCBr.BrCCBr.BrCCBr.BrCCBr
Highest occupied orbital energy: -9.1 eV



[4]
The following is a quantum chemistry calculation of C28H49BrNP3Sr as an isolated structure in a non-equilibrium geometry, from the Open Molecules 2025 dataset.

Geometry (Å):
Sr 1.61137 1.64659 0.22753
Br 1.56285 -0.63848 1.75996
P -0.86071 -1.96322 0.00317
P -0.50751 1.00583 3.51078
P 5.59670 -0.69133 0.15563
N -6.76361 5.04165 -4.90364
C -0.18086 0.22362 -1.59254
C -2.52402 -2.44197 -0.59101
C 0.00988 -2.85637 -2.53471
C 5.53908 -2.08990 2.69164
C 4.80683 -1.36924 -1.34199
C -5.95747 4.03484 -5.26736
C 5.71624 -2.39992 -2.00835
C -2.72093 2.74556 -2.56203
C -0.72192 -0.23823 -0.34287
C -1.96427 1.89524 -1.67712
C -0.88950 1.19556 -2.27838
C -1.38245 -4.31176 1.43185
C 0.81977 1.56861 4.65740
C -0.90860 -0.66783 4.21205
C -5.46073 5.30968 -2.90248
C -6.52196 5.67255 -3.74940
C -2.21903 1.68693 -0.29941
C -2.00598 1.78022 4.26101
C -4.64963 4.19420 -3.22060
C -4.88627 3.57929 -4.47405
C 6.09762 2.04220 0.19765
C -0.62081 -2.97792 1.49640
C 4.74918 -1.70877 1.44416
C -3.63295 3.72186 -2.28237
C 4.93304 1.02388 0.19085
C -3.64242 -2.17606 0.41794
C -1.63583 0.59040 0.33917
C 0.41909 -2.57849 -1.09812
H 0.86998 -3.29952 -3.05772
H 4.32940 1.12944 -0.72501
H 1.22561 -1.82335 -1.09027
H 6.76062 -2.06922 -2.00968
H -2.11109 2.79744 3.86769
H -4.30946 2.71974 -4.80452
H -0.90230 -2.41372 2.40147
H -0.25147 -1.95307 -3.09901
H 4.89264 -2.67878 3.35723
H -1.73868 -1.12258 3.63891
H -3.29391 -1.67713 1.33490
H -0.03954 -1.32630 4.09876
H -4.12152 -3.12050 0.71065
H 4.60909 -0.52889 -2.01657
H 1.23181 2.50284 4.25965
H 5.75380 3.01288 0.58779
H -0.88263 -5.03773 2.09410
H 5.89980 -1.22627 3.26313
H -6.17710 3.57642 -6.23409
H -1.21170 -0.61389 5.27518
H 4.42149 -2.62268 0.92383
H -1.90600 0.27269 1.36151
H -2.42016 -4.18631 1.77933
H -0.60828 1.42830 -3.31743
H 1.62475 0.82923 4.64243
H 6.95577 1.72626 0.82029
H 4.29713 1.13073 1.09295
H 0.46064 1.73836 5.67899
H 6.40181 -2.70177 2.39977
H -2.90203 1.22121 3.94643
H -2.92726 2.30775 0.27321
H 3.84753 -1.80842 -1.06642
H -0.83658 -3.53711 -2.60825
H 5.42049 -2.57351 -3.04682
H -4.40836 -1.51638 -0.01105
H 0.81977 -3.47076 -0.59056
H -2.46723 -3.50162 -0.86755
H 0.72927 -0.21508 -2.01320
H 6.50772 2.20967 -0.81486
H -3.64547 4.19389 -1.29499
H -5.30821 5.85842 -1.97621
H -2.67954 -1.87594 -1.51742
H -1.41182 -4.73511 0.41724
H 0.47395 -3.15505 1.56040
H -1.96184 1.80499 5.36348
H 3.82508 -1.17342 1.73693
H -2.55652 2.51728 -3.61361
H 5.68980 -3.37397 -1.50944
H -7.17348 6.51127 -3.47227

Force components x, y, z for each atom (eV/Å):
-0.274 -0.156 0.423
0.445 -0.064 -0.099
0.507 -1.767 -0.830
-0.827 0.157 1.038
1.315 -0.789 0.267
0.189 0.010 0.228
-0.650 -0.508 0.599
0.469 0.370 -0.522
0.311 -0.171 -0.595
0.211 -0.137 -0.107
-0.061 0.055 -0.262
0.493 0.177 0.636
0.077 -0.276 -0.372
-1.030 1.065 -0.336
-0.595 1.580 0.382
0.331 0.335 0.427
0.659 0.233 0.097
-0.281 -0.112 -0.044
0.033 0.043 -0.271
0.261 -0.305 -0.262
-0.147 -0.562 -0.137
0.695 -0.320 0.047
0.041 0.127 0.185
-0.096 0.511 -0.204
-0.436 0.849 -1.040
-0.689 0.324 0.240
0.021 0.529 -0.002
0.519 0.511 1.105
-0.863 0.512 0.234
0.691 -0.727 0.190
-0.110 0.290 0.509
-0.457 0.165 0.319
-0.074 -0.291 -0.339
0.517 -0.437 -0.098
-0.364 -0.011 0.098
-0.153 0.234 -0.008
-0.212 -0.551 0.296
-0.225 0.014 -0.016
-0.089 -0.043 0.289
-0.116 0.158 0.029
0.211 -0.334 -0.430
-0.030 -0.128 0.249
0.253 0.089 -0.135
0.191 0.313 0.333
-0.076 -0.220 -0.153
-0.173 0.063 0.223
0.089 0.412 -0.054
0.114 -0.119 -0.125
-0.048 -0.032 0.229
0.176 -0.177 -0.203
-0.215 0.338 -0.285
-0.053 -0.117 -0.208
0.099 0.067 0.319
0.216 0.072 -0.537
0.089 0.194 0.119
-0.140 0.476 -0.746
0.439 -0.132 -0.163
-0.084 0.043 0.610
-0.062 0.065 0.137
-0.639 -0.067 -0.205
0.133 0.098 -0.088
0.112 -0.137 -0.212
-0.114 0.140 0.281
0.288 0.137 0.133
0.269 -0.339 -0.571
-0.264 -0.082 -0.112
0.090 -0.102 -0.019
0.008 -0.009 0.091
0.196 -0.276 0.104
-0.032 0.169 -0.468
-0.015 0.302 0.022
-0.618 -0.179 -0.222
-0.290 -0.177 0.415
-0.220 -0.383 -0.084
-0.005 -0.108 -0.108
-0.018 -0.164 0.080
0.140 -0.041 0.394
-0.713 0.250 -0.024
-0.045 -0.026 -0.466
0.761 -0.521 -0.173
-0.243 -0.151 0.107
-0.033 0.191 0.088
0.222 -0.421 -0.242

Properties
LUMO: -6.75 eV
Frontier orbital gap: 5.82 eV
Spin multiplicity: 1
Charge: +2
Highest occupied orbital energy: -12.6 eV